Entry 1:
# C33H44F21IO16

A 8-piece molecular cluster, C33H44F21IO16 overall at a distorted geometry (ωB97M-V with the def2-TZVPD basis set, OMol25).

Values from the calculation:
Frontier orbital gap (eV): 9.7
Spin multiplicity: 1
Total charge: 0
Highest occupied orbital energy (eV): -9.4449
SMILES: CCOC(=O)C(F)(F)F.CCOC(=O)C(F)(F)F.CCOC(=O)C(F)(F)F.CCOC(=O)C(F)(F)F.CCOC(=O)C(F)(F)F.CCOC(=O)C(F)(F)F.CCOC(=O)C(F)(F)F.COC(=O)CCCI

XYZ file:
```
115
Properties=species:S:1:pos:R:3:lowdin_charge:R:1
C -0.92 -5.01 -0.90 -0.06
C 0.53 -4.81 -0.50 -0.20
O 0.67 -3.67 0.36 0.02
C 0.42 -3.89 1.67 -0.37
O 0.09 -4.95 2.13 0.17
C 0.65 -2.61 2.47 -0.54
F 0.12 -1.52 1.87 0.03
F 1.96 -2.36 2.65 0.16
F 0.10 -2.67 3.70 0.09
H -1.32 -4.10 -1.34 0.08
H -1.01 -5.83 -1.62 0.09
H -1.53 -5.25 -0.03 0.08
H 1.13 -4.60 -1.39 0.12
H 0.95 -5.71 -0.04 0.13
C 4.25 0.63 -2.96 -0.05
C 3.30 -0.23 -2.15 -0.19
O 2.29 -0.81 -3.00 0.03
C 2.65 -1.93 -3.65 -0.37
O 3.73 -2.46 -3.57 0.17
C 1.48 -2.47 -4.47 -0.52
F 0.83 -1.49 -5.14 0.16
F 0.55 -3.07 -3.69 0.15
F 1.85 -3.37 -5.39 0.16
H 3.69 1.38 -3.53 0.05
H 4.96 1.14 -2.31 0.08
H 4.80 0.03 -3.69 0.09
H 2.77 0.39 -1.42 0.13
H 3.83 -1.00 -1.60 0.13
C -1.09 4.43 -5.79 -0.06
C -0.32 4.71 -4.51 -0.20
O 0.89 3.94 -4.47 0.03
C 1.94 4.45 -5.14 -0.37
O 1.92 5.48 -5.75 0.16
C 3.16 3.55 -4.97 -0.51
F 2.87 2.24 -5.10 0.14
F 3.72 3.70 -3.75 0.15
F 4.13 3.81 -5.86 0.16
H -1.28 3.35 -5.89 0.08
H -2.05 4.95 -5.79 0.08
H -0.53 4.74 -6.67 0.08
H -0.92 4.41 -3.65 0.13
H -0.11 5.78 -4.41 0.13
C 5.24 6.44 -3.82 -0.05
C 5.12 7.95 -3.76 -0.19
O 5.46 8.43 -2.45 0.03
C 6.77 8.59 -2.20 -0.37
O 7.64 8.35 -3.00 0.16
C 6.99 9.15 -0.80 -0.52
F 6.21 8.54 0.12 0.16
F 6.70 10.46 -0.74 0.16
F 8.26 9.01 -0.38 0.16
H 4.64 5.97 -3.03 0.08
H 4.91 6.06 -4.79 0.07
H 6.27 6.12 -3.66 0.07
H 4.09 8.24 -3.95 0.13
H 5.74 8.43 -4.52 0.13
C -7.83 -3.07 2.37 -0.06
C -7.57 -2.59 0.96 -0.19
O -7.65 -3.69 0.03 0.02
C -8.88 -4.03 -0.38 -0.37
O -9.89 -3.49 -0.02 0.16
C -8.81 -5.18 -1.39 -0.52
F -7.95 -6.14 -1.01 0.15
F -8.39 -4.74 -2.60 0.16
F -9.99 -5.78 -1.58 0.16
H -7.15 -3.88 2.64 0.09
H -7.70 -2.25 3.08 0.04
H -8.85 -3.46 2.48 0.08
H -6.56 -2.19 0.89 0.13
H -8.26 -1.79 0.67 0.13
C -3.30 -7.30 4.92 -0.06
C -4.12 -7.56 6.17 -0.21
O -4.75 -6.35 6.62 0.02
C -5.91 -6.03 6.01 -0.37
O -6.42 -6.68 5.14 0.17
C -6.49 -4.75 6.62 -0.51
F -5.56 -3.80 6.81 0.14
F -7.05 -4.98 7.82 0.16
F -7.45 -4.21 5.85 0.16
H -2.58 -6.49 5.09 0.08
H -2.76 -8.20 4.62 0.08
H -3.94 -6.99 4.09 0.08
H -3.46 -7.88 6.98 0.13
H -4.85 -8.35 6.02 0.13
C 9.53 5.23 -2.41 -0.06
C 9.53 4.17 -3.50 -0.20
O 9.61 2.86 -2.93 0.03
C 8.44 2.33 -2.51 -0.37
O 7.38 2.89 -2.58 0.16
C 8.66 0.92 -1.97 -0.52
F 9.74 0.83 -1.18 0.16
F 8.84 0.03 -2.97 0.16
F 7.62 0.47 -1.25 0.15
H 10.40 5.11 -1.76 0.09
H 9.55 6.23 -2.84 0.08
H 8.64 5.14 -1.78 0.08
H 10.41 4.30 -4.13 0.13
H 8.66 4.27 -4.15 0.12
C -7.61 -0.15 5.11 -0.07
O -6.20 0.13 4.94 -0.10
C -5.41 -1.03 5.12 -0.37
O -5.66 -2.03 4.39 0.04
C -4.25 -1.21 6.18 -0.11
C -3.29 0.07 6.37 -0.29
C -3.08 0.95 5.06 -0.61
I -1.79 -0.06 3.58 0.86
H -7.89 -0.27 6.22 0.11
H -8.24 0.74 4.74 0.11
H -7.99 -1.07 4.57 0.07
H -3.64 -2.13 5.89 0.12
H -4.69 -1.44 7.22 0.13
H -2.25 -0.35 6.65 0.10
H -3.60 0.70 7.27 0.12
H -4.04 1.36 4.60 0.05
H -2.47 1.87 5.38 0.05
```



Entry 2:
# C31H28AsN4O2SSn

C31H28AsN4O2SSn as an isolated structure (ωB97M-V with the def2-TZVPD basis set, OMol25).

Values from the calculation:
Frontier orbital gap (eV): 7.2
Spin multiplicity: 1
Total charge: +1
Highest occupied orbital energy (eV): -10.7304
Relative energy (zero: lowest compared OMol25 entry of this formula, charge and spin) (kJ/mol): 0.0

XYZ file:
```
68
Properties=species:S:1:pos:R:3:lowdin_charge:R:1
Sn 0.03 -0.62 -0.27 1.13
C -4.18 -0.67 1.58 -0.01
C -4.01 -0.15 2.85 -0.01
C -2.75 0.29 3.24 0.02
C -1.70 0.19 2.35 -0.23
N -1.88 -0.33 1.13 -0.07
C -3.08 -0.75 0.75 -0.11
C -0.33 0.69 2.64 -0.20
C 0.00 1.30 3.84 0.02
C 1.29 1.79 4.02 -0.02
C 2.20 1.67 2.99 -0.02
C 1.81 1.04 1.83 -0.11
N 0.58 0.54 1.66 -0.01
H -5.15 -1.01 1.23 0.12
H -4.84 -0.08 3.54 0.12
H -2.61 0.70 4.23 0.11
H -3.16 -1.15 -0.25 0.09
H -0.73 1.40 4.63 0.11
H 1.56 2.26 4.95 0.12
H 3.21 2.05 3.08 0.12
H 2.49 0.90 1.00 0.11
S -0.22 -2.79 1.11 0.56
C 1.05 -3.73 0.56 -0.80
N 1.94 -4.37 0.20 0.10
N 4.83 -3.52 0.56 0.02
C 4.26 -2.62 -0.42 -0.16
C 3.24 -1.73 0.28 -0.55
O 3.32 -1.73 1.59 0.12
O 2.43 -1.04 -0.32 -0.15
H 5.82 -3.68 0.42 0.10
H 4.33 -4.40 0.57 0.07
H 4.03 -2.42 1.77 0.12
H 3.73 -3.12 -1.24 0.12
H 5.02 -1.96 -0.85 0.14
C -4.27 5.26 -4.67 -0.08
C -3.65 5.49 -3.45 -0.08
C -2.83 4.52 -2.88 -0.10
C -2.63 3.31 -3.53 -0.42
C -3.25 3.09 -4.77 -0.13
C -4.07 4.05 -5.33 -0.08
As -1.48 1.89 -2.87 1.32
C -2.89 0.56 -2.56 -0.42
C -4.20 0.89 -2.20 -0.11
C -5.17 -0.10 -2.08 -0.08
C -4.84 -1.43 -2.33 -0.09
C -3.55 -1.77 -2.72 -0.09
C -2.59 -0.77 -2.83 -0.18
C -1.18 2.60 -1.06 -0.47
C -2.15 2.69 -0.06 -0.12
C -1.87 3.34 1.14 -0.08
C -0.61 3.89 1.35 -0.09
C 0.36 3.79 0.37 -0.09
C 0.08 3.15 -0.82 -0.15
H -4.91 6.01 -5.11 0.11
H -3.80 6.43 -2.94 0.11
H -2.36 4.72 -1.93 0.09
H -3.09 2.15 -5.29 0.10
H -4.54 3.86 -6.28 0.11
H -4.48 1.92 -2.06 0.10
H -6.18 0.16 -1.81 0.11
H -5.60 -2.20 -2.26 0.11
H -3.30 -2.80 -2.94 0.11
H -1.59 -1.04 -3.17 0.08
H -3.14 2.29 -0.22 0.09
H -2.64 3.42 1.89 0.11
H -0.40 4.41 2.28 0.11
H 1.34 4.23 0.53 0.11
H 0.84 3.09 -1.60 0.10
```



Entry 3:
# C6H8O2

C6H8O2 as an isolated structure at a distorted geometry (ωB97M-V with the def2-TZVPD basis set, OMol25).

Values from the calculation:
Frontier orbital gap (eV): 8.7
Spin multiplicity: 1
Total charge: 0
Highest occupied orbital energy (eV): -8.1774
Relative energy (zero: lowest compared OMol25 entry of this formula, charge and spin) (kJ/mol): 711.0

XYZ file:
```
16
Properties=species:S:1:pos:R:3:lowdin_charge:R:1
C -1.67 -0.89 1.08 -0.07
C -1.40 0.16 0.12 -0.53
C 0.06 0.78 -0.42 -0.27
C 0.65 -0.51 -1.02 -0.11
C 2.03 0.17 0.65 -0.02
C 0.94 1.14 0.62 -0.07
H -3.04 -0.72 1.22 0.19
H -1.39 -2.14 0.41 0.19
H -0.52 -0.66 1.93 0.18
H -0.43 1.49 -1.07 0.14
H 0.13 -1.28 -1.49 0.11
H 1.00 0.07 -1.88 0.12
H 2.83 0.04 1.38 0.11
H 1.09 2.22 0.90 0.12
O -2.34 0.40 -0.62 0.00
O 1.93 -0.91 -0.32 -0.10
```



Entry 4:
# C13H17IIrN2

C13H17IIrN2 as an isolated structure at a distorted geometry (ωB97M-V with the def2-TZVPD basis set, OMol25).

Values from the calculation:
Frontier orbital gap (spin up / spin down) (eV): 6.3 / 5.8
Spin multiplicity: 6
Total charge: +2
⟨S²⟩: 8.763
Highest occupied orbital energy (spin up / spin down) (eV): -13.5751 / -16.0808
Relative energy (zero: lowest compared OMol25 entry of this formula, charge and spin) (kJ/mol): 94.0

XYZ file:
```
34
Properties=species:S:1:pos:R:3:lowdin_spin:R:1
C 0.43 -0.01 2.96 0.13
C -1.05 0.34 2.66 0.15
H 0.37 -0.87 3.64 0.02
H 0.97 0.82 3.41 0.01
H 1.09 -0.49 2.17 0.05
H -1.54 0.15 1.64 0.04
H -1.62 -0.41 3.24 0.02
H -1.31 1.35 2.98 0.02
C 2.68 -1.08 -0.03 0.05
C 3.60 -1.54 -0.96 0.01
C 3.13 -2.12 -2.14 0.03
C 1.75 -2.22 -2.35 0.01
H 2.97 -0.73 0.96 0.02
H 4.65 -1.42 -0.72 0.00
H 3.83 -2.50 -2.88 0.00
H 1.29 -2.73 -3.19 0.00
N 1.37 -0.96 -0.32 0.15
C 0.89 -1.61 -1.42 0.03
C -0.56 -1.65 -1.47 0.03
N -1.17 -0.89 -0.52 0.17
C -2.52 -0.77 -0.52 0.03
C -2.69 -2.33 -2.35 0.02
C -3.29 -1.46 -1.44 0.00
H -2.92 -0.08 0.23 0.00
H -4.36 -1.32 -1.42 0.00
C -1.30 -2.40 -2.38 0.01
H -0.76 -3.05 -3.07 0.00
H -3.30 -2.90 -3.04 0.00
Ir 0.04 0.20 0.83 2.38
I 1.98 2.03 1.04 1.17
C -0.66 1.85 -0.20 0.36
H 0.02 2.14 -1.01 0.04
H -0.80 2.71 0.47 0.04
H -1.63 1.60 -0.64 0.02
```



Entry 5:
# C37H33N6O4PtSb

C37H33N6O4PtSb as an isolated structure (ωB97M-V with the def2-TZVPD basis set, OMol25).

Values from the calculation:
Frontier orbital gap (eV): 5.6
Spin multiplicity: 1
Total charge: +2
Highest occupied orbital energy (eV): -11.9097

XYZ file:
```
82
Properties=species:S:1:pos:R:3:lowdin_charge:R:1
Pt 1.08 -0.87 -1.69 1.37
O 1.76 2.63 -5.73 0.09
C 0.49 2.23 -5.87 -0.25
C -0.27 2.88 -6.84 0.01
C -1.58 2.52 -7.06 -0.04
C -2.18 1.49 -6.32 -0.07
C -1.44 0.86 -5.35 -0.02
C -0.10 1.21 -5.10 -0.09
C 0.63 0.53 -4.04 -0.41
O -0.06 -0.29 -3.26 -0.26
N 1.91 0.73 -3.89 0.07
N 2.42 0.02 -2.81 -0.21
C 3.69 -0.12 -2.65 -0.04
C 4.32 -0.82 -1.57 -0.15
C 5.73 -0.91 -1.63 -0.03
C 6.46 -1.49 -0.62 -0.06
C 5.78 -1.99 0.50 -0.03
C 4.41 -1.91 0.59 0.00
C 3.64 -1.34 -0.44 -0.31
O 2.33 -1.31 -0.22 -0.24
H 2.22 2.05 -5.10 0.07
H 0.20 3.67 -7.42 0.13
H -2.15 3.03 -7.82 0.12
H -3.20 1.21 -6.50 0.11
H -1.89 0.08 -4.75 0.11
H 4.32 0.35 -3.41 0.16
H 6.24 -0.50 -2.49 0.12
H 7.53 -1.55 -0.68 0.12
H 6.34 -2.44 1.30 0.12
H 3.88 -2.29 1.46 0.13
C -4.86 3.45 9.87 -0.05
O -4.92 2.16 9.26 -0.05
C -4.27 1.97 8.10 -0.27
C -4.38 0.69 7.55 0.03
C -3.75 0.40 6.37 -0.01
C -2.99 1.37 5.70 -0.17
C -2.89 2.64 6.26 -0.02
C -3.52 2.95 7.45 0.00
C -2.34 1.01 4.45 -0.23
N -2.38 -0.18 3.88 0.20
C -1.65 -0.06 2.74 -0.17
C -1.15 1.22 2.60 -0.12
N -1.60 1.90 3.70 0.20
C -0.36 1.62 1.48 -0.04
C 0.17 2.90 1.25 0.05
C 0.89 3.15 0.11 0.00
C 1.12 2.11 -0.80 -0.07
N 0.63 0.90 -0.58 -0.01
C -0.10 0.63 0.52 -0.12
C -0.61 -0.71 0.66 -0.12
N -0.32 -1.61 -0.32 -0.05
C -0.77 -2.85 -0.20 -0.10
C -1.54 -3.28 0.87 0.00
C -1.86 -2.38 1.86 0.06
C -1.39 -1.07 1.77 -0.04
H -5.46 3.38 10.77 0.10
H -5.29 4.21 9.21 0.10
H -3.84 3.71 10.13 0.10
H -4.96 -0.05 8.08 0.13
H -3.83 -0.59 5.94 0.12
H -2.31 3.42 5.78 0.11
H -3.43 3.94 7.86 0.11
H -1.44 2.86 3.94 0.15
H 0.01 3.70 1.96 0.13
H 1.30 4.13 -0.10 0.13
H 1.68 2.27 -1.71 0.12
H -0.51 -3.55 -0.99 0.07
H -1.88 -4.30 0.91 0.13
H -2.46 -2.66 2.72 0.14
C 1.95 -4.80 -2.53 -0.24
Sb 1.18 -2.95 -3.23 1.44
C -0.80 -3.38 -3.83 -0.23
C 2.25 -2.59 -5.00 -0.23
H 1.91 -5.47 -3.38 0.03
H 1.35 -5.20 -1.72 0.02
H 2.98 -4.67 -2.20 0.03
H -0.73 -3.98 -4.74 0.04
H -1.31 -2.44 -4.04 0.01
H -1.33 -3.94 -3.07 0.02
H 1.95 -3.36 -5.71 0.04
H 3.32 -2.67 -4.81 0.03
H 2.01 -1.61 -5.40 0.02
```



Entry 6:
# C4H8O3

One molecule with the formula C4H8O3 at a distorted geometry (ωB97M-V with the def2-TZVPD basis set, OMol25).

Values from the calculation:
Frontier orbital gap (spin up / spin down) (eV): 8.9 / 8.9
Spin multiplicity: 1
Total charge: 0
Highest occupied orbital energy (spin up / spin down) (eV): -9.6336 / -9.6311
Relative energy (zero: lowest compared OMol25 entry of this formula, charge and spin) (kJ/mol): 482.4

XYZ file:
```
15
Properties=species:S:1:pos:R:3:lowdin_charge:R:1
C 2.15 -0.06 -1.60 -0.09
O 1.49 -0.16 -0.35 -0.09
C 0.30 0.53 -0.39 -0.62
O -0.72 0.08 -1.13 0.01
C -0.59 0.52 0.78 0.16
C -1.52 -0.60 1.11 -0.25
O -1.77 -0.74 2.49 -0.04
H 2.35 0.99 -1.88 0.09
H 3.08 -0.59 -1.48 0.09
H 1.56 -0.52 -2.40 0.09
H -0.67 1.43 1.38 0.14
H 0.47 1.60 -0.57 0.15
H -2.42 -0.47 0.51 0.14
H -1.04 -1.52 0.81 0.13
H -2.67 -0.49 2.72 0.09
```